[1]
Density functional theory data (wB97M-V/def2-TZVPD) for C30H32FeN3O4Se2 as an isolated structure in a non-equilibrium geometry.

The geometry in XYZ format:
```
72
Properties=species:S:1:pos:R:3:forces:R:3
Fe -1.407 -1.801 -1.680 0.7 -1.6 0.8
C 2.737 -2.377 -2.427 -0.1 0.0 0.1
C 3.243 -2.567 -1.139 -0.2 0.0 0.0
C 2.387 -2.556 -0.045 0.0 0.0 -0.1
C 1.005 -2.358 -0.217 0.0 0.0 0.0
C 0.513 -2.100 -1.507 0.4 0.1 -0.2
C 1.374 -2.124 -2.599 0.0 0.0 0.1
C 0.008 -2.420 0.840 -0.6 0.1 -0.2
C 0.299 -2.620 2.180 -0.2 0.0 0.2
C -0.705 -2.623 3.136 -0.2 0.1 -0.1
C -2.079 -2.423 2.724 0.4 0.0 -0.1
C -3.142 -2.374 3.633 -0.1 0.0 0.0
C -4.454 -2.215 3.211 0.0 0.0 0.0
C -4.720 -2.100 1.849 0.2 0.0 -0.1
C -3.685 -2.124 0.920 0.1 0.0 0.1
C -2.346 -2.272 1.330 0.3 0.0 -0.2
N -1.310 -2.258 0.397 0.0 0.1 0.0
H 3.396 -2.427 -3.290 0.0 0.0 0.1
H 4.305 -2.737 -0.991 -0.1 0.0 0.0
H 2.795 -2.711 0.952 0.0 0.0 -0.1
H 0.975 -1.957 -3.599 0.1 -0.1 0.1
H 1.333 -2.770 2.478 -0.1 0.0 0.0
H -0.473 -2.774 4.187 -0.1 0.0 -0.1
H -2.918 -2.465 4.694 0.0 0.0 -0.1
H -5.265 -2.193 3.933 0.1 0.0 -0.1
H -5.744 -1.998 1.502 0.1 0.0 0.0
H -3.895 -2.040 -0.142 0.0 0.0 0.1
O -1.384 -3.202 -3.064 -0.3 0.3 0.3
Se -3.065 -3.097 -3.319 -0.9 -0.3 -0.6
O -3.853 -4.407 -2.789 0.4 0.5 -0.2
O -3.272 -1.788 -2.241 0.0 0.0 -0.2
O -3.412 -2.653 -4.837 0.2 -0.1 0.6
C -2.777 3.253 0.573 0.1 0.1 0.0
C -1.443 3.364 1.326 -0.2 -0.2 -0.1
C -1.183 2.181 2.263 0.1 0.1 -0.2
C -0.981 0.850 1.546 0.2 0.3 0.0
N 0.246 0.857 0.733 -0.5 0.0 1.2
C 0.311 0.900 -0.592 -0.1 -0.9 -0.6
Se -1.131 0.552 -1.739 -0.4 1.4 -0.3
N 1.601 0.931 -0.946 0.9 0.2 -0.6
C 2.132 1.061 -2.311 -0.1 0.3 0.2
C 2.705 2.459 -2.563 -0.1 0.0 0.1
C 1.693 3.602 -2.453 -0.2 -0.2 -0.1
C 0.616 3.569 -3.543 0.1 0.1 0.1
C 2.398 0.859 0.192 -0.1 0.2 -0.5
C 3.774 0.838 0.362 0.2 0.0 -0.3
C 4.237 0.735 1.655 0.0 0.0 0.4
C 3.351 0.661 2.748 0.3 0.0 -0.1
C 1.985 0.698 2.568 -0.2 0.0 0.3
C 1.531 0.802 1.264 -0.5 0.1 0.1
H -3.032 4.201 0.087 0.0 -0.1 0.1
H -3.591 2.994 1.261 0.1 0.1 -0.1
H -2.734 2.487 -0.205 0.0 0.0 0.1
H -1.432 4.281 1.920 0.0 0.0 0.0
H -0.620 3.441 0.601 -0.1 0.1 0.1
H -2.037 2.054 2.934 0.0 0.0 0.0
H -0.305 2.391 2.884 -0.1 0.0 0.0
H -1.813 0.628 0.890 -0.1 -0.1 -0.2
H -0.900 0.043 2.262 0.1 -0.3 0.1
H 1.322 0.835 -2.997 -0.1 -0.1 0.0
H 2.898 0.305 -2.441 0.1 -0.2 0.0
H 3.135 2.458 -3.570 0.0 0.0 0.1
H 3.523 2.637 -1.857 0.0 0.0 -0.1
H 2.239 4.545 -2.511 0.0 0.0 0.1
H 1.215 3.569 -1.465 0.1 0.1 -0.1
H 1.069 3.471 -4.536 -0.1 0.0 0.1
H 0.026 4.491 -3.531 0.1 -0.1 0.0
H -0.077 2.740 -3.398 0.0 0.0 0.0
H 4.455 0.883 -0.481 -0.1 0.0 0.1
H 5.305 0.704 1.832 0.0 0.0 0.0
H 3.747 0.573 3.751 0.0 0.0 0.0
H 1.300 0.632 3.407 0.1 0.0 -0.1
```
Positions in Å, forces in eV/Å.

## Properties
molecular weight = 712.37 g/mol
charge = -1
Kohn-Sham gap (spin up / spin down) = 0.1637 / 0.2666 hartree
<S²> = 6.14
DFT total energy = -209370.5099 eV
spin multiplicity = 5

[2]
Density functional theory data (wB97M-V/def2-TZVPD) for C30H32N3NiO5Se2 as an isolated structure.

The geometry in XYZ format:
```
73
Properties=species:S:1:pos:R:3:forces:R:3
Ni 0.577 -0.487 0.257 0.0 -0.1 0.0
C 2.186 1.433 4.261 -0.1 -0.1 0.1
O 3.176 1.143 3.255 0.0 0.0 0.0
C 2.614 0.116 2.559 0.2 0.1 -0.2
N 1.640 -0.502 3.064 0.1 -0.2 0.2
C 1.427 0.101 4.392 0.0 0.2 -0.1
C -0.023 0.273 4.748 0.0 0.0 0.1
C -0.969 0.439 3.746 -0.1 -0.1 0.0
C -2.308 0.592 4.078 0.0 0.0 0.0
C -2.703 0.615 5.407 0.0 0.0 0.1
C -1.757 0.464 6.413 0.0 0.0 0.0
C -0.422 0.283 6.082 0.0 0.0 0.0
C 3.302 -0.218 1.288 0.0 -0.1 -0.2
C 4.689 -0.192 1.261 -0.1 0.0 0.1
C 5.343 -0.580 0.109 0.1 0.0 0.0
C 4.588 -0.950 -0.985 0.0 0.0 0.0
C 3.204 -0.903 -0.897 0.0 0.0 0.1
N 2.561 -0.561 0.224 -0.1 0.1 0.1
C 2.420 -1.153 -2.123 0.0 0.0 0.0
N 1.363 -0.558 -2.461 0.0 0.0 -0.1
C 1.072 -0.987 -3.838 0.0 0.1 -0.1
C 2.011 -2.189 -4.028 -0.1 -0.1 0.0
O 3.012 -2.003 -3.015 0.0 0.0 0.1
C -0.377 -1.305 -4.080 -0.1 0.0 0.1
C -0.988 -0.940 -5.273 0.0 0.0 0.0
C -2.325 -1.237 -5.501 0.0 0.0 0.0
C -3.062 -1.892 -4.524 0.0 0.0 0.0
C -2.457 -2.250 -3.326 0.0 0.0 0.0
C -1.118 -1.966 -3.107 0.0 0.0 0.0
H 1.523 2.208 3.868 0.0 0.0 0.0
H 2.684 1.771 5.166 0.0 0.0 0.0
H 1.908 -0.551 5.130 0.0 0.0 0.0
H -0.667 0.400 2.705 0.0 0.0 0.0
H -3.036 0.676 3.281 0.0 0.0 0.0
H -3.749 0.737 5.661 0.0 0.0 0.0
H -2.059 0.468 7.454 0.0 0.0 0.0
H 0.315 0.135 6.865 0.0 0.0 0.0
H 5.219 0.123 2.148 0.0 0.0 0.0
H 6.424 -0.584 0.060 0.0 0.0 0.0
H 5.040 -1.254 -1.918 0.0 0.0 0.0
H 1.356 -0.160 -4.500 0.0 0.0 0.0
H 2.495 -2.232 -5.001 0.0 0.0 0.0
H 1.487 -3.127 -3.825 0.0 0.0 0.0
H -0.417 -0.396 -6.018 0.0 0.0 0.0
H -2.792 -0.943 -6.433 0.0 0.0 0.0
H -4.111 -2.108 -4.689 0.0 0.0 0.0
H -3.034 -2.724 -2.542 0.0 0.0 0.0
H -0.658 -2.213 -2.159 0.0 0.0 0.0
O -3.411 3.842 -0.145 0.0 0.1 0.0
C -2.866 3.205 -1.303 0.0 0.0 0.0
C -1.791 2.187 -0.911 0.0 0.0 0.0
C -1.419 1.404 -2.175 0.0 0.0 0.0
O -1.061 2.247 -3.286 0.0 0.0 0.0
C -2.388 1.251 0.154 -0.1 0.0 0.0
Se -1.741 -0.599 0.255 0.1 0.0 0.0
C -0.583 2.957 -0.378 0.0 0.0 0.0
Se 0.860 1.923 0.463 0.0 -0.1 0.0
H -3.850 4.650 -0.426 0.1 -0.1 0.0
H -2.424 3.955 -1.968 0.0 0.0 0.0
H -3.666 2.682 -1.849 0.0 0.0 0.0
H -2.240 0.737 -2.461 0.0 0.0 0.0
H -0.551 0.787 -1.962 0.0 0.0 0.0
H -1.860 2.447 -3.776 0.0 0.0 0.0
H -3.461 1.144 -0.029 0.0 0.0 0.0
H -2.269 1.722 1.131 0.0 0.0 0.0
H -0.931 3.679 0.361 0.0 0.0 0.0
H -0.136 3.503 -1.210 0.0 0.0 0.0
C -0.036 -3.154 1.427 0.0 0.1 0.0
C 0.599 -2.404 0.269 0.1 0.0 0.0
O 1.207 -3.054 -0.576 0.0 0.0 0.0
H 0.173 -4.225 1.373 0.0 0.0 -0.1
H -1.113 -2.973 1.428 0.0 0.0 0.0
H 0.351 -2.725 2.354 0.0 0.0 0.0
```
Positions in Å, forces in eV/Å.

## Properties
molecular weight = 731.22 g/mol
charge = -1
Kohn-Sham gap = 0.2270 hartree
DFT total energy = -218074.6679 eV

[3]
Density functional theory data (wB97M-V/def2-TZVPD) for C30H32N3O2PSV as an isolated structure.

The geometry in XYZ format:
```
70
Properties=species:S:1:pos:R:3:forces:R:3
V 0.169 -0.444 -0.214 0.0 0.1 0.1
C -0.294 3.368 -0.794 0.0 0.0 0.0
P -0.576 1.678 -1.394 0.0 0.0 0.0
C -2.369 1.431 -1.382 0.0 0.0 0.0
C -3.277 2.392 -1.821 0.0 0.0 0.0
C -4.637 2.128 -1.796 0.0 0.0 0.0
C -5.105 0.901 -1.342 0.0 0.0 0.0
C -4.214 -0.070 -0.909 0.0 0.0 0.0
C -2.855 0.205 -0.930 0.0 0.0 0.0
C -0.082 1.666 -3.137 0.0 0.0 0.0
C -0.427 0.551 -3.903 0.0 0.0 0.0
C -0.016 0.456 -5.223 0.0 0.0 0.0
C 0.748 1.471 -5.785 0.0 0.0 0.0
C 1.093 2.581 -5.030 0.0 0.0 0.0
C 0.681 2.682 -3.707 0.0 0.0 0.0
H -0.757 4.103 -1.452 0.0 0.0 0.0
H 0.775 3.576 -0.735 0.0 0.0 0.0
H -0.722 3.464 0.204 0.0 0.0 0.0
H -2.927 3.348 -2.192 0.0 0.0 0.0
H -5.336 2.879 -2.138 0.0 0.0 0.0
H -6.168 0.701 -1.328 0.0 0.0 0.0
H -4.578 -1.027 -0.561 0.0 0.0 0.0
H -2.175 -0.585 -0.591 0.0 0.0 0.0
H -1.052 -0.230 -3.481 0.0 0.0 0.0
H -0.301 -0.401 -5.817 0.0 0.0 0.0
H 1.064 1.400 -6.817 0.0 0.0 0.0
H 1.676 3.379 -5.471 0.0 0.0 0.0
H 0.949 3.563 -3.138 0.0 0.0 0.0
S -0.617 -5.028 -0.039 0.0 0.0 0.0
C -0.599 -3.404 -0.530 0.0 0.0 0.0
N 0.022 -2.559 0.253 0.0 0.1 0.0
C 0.555 -3.224 1.362 0.0 0.0 0.0
C 1.300 -2.647 2.396 0.0 0.0 0.0
C 1.764 -3.466 3.401 0.0 0.0 0.0
C 1.498 -4.844 3.399 0.0 0.0 0.0
C 0.769 -5.426 2.387 0.0 0.0 0.0
C 0.301 -4.598 1.366 0.0 0.0 0.0
H -1.088 -3.104 -1.448 0.0 0.0 0.0
H 1.509 -1.585 2.403 0.0 0.0 0.0
H 2.346 -3.043 4.209 0.0 0.0 0.0
H 1.877 -5.458 4.204 0.0 0.0 0.0
H 0.568 -6.488 2.382 0.0 0.0 0.0
N -2.068 1.303 6.411 0.0 0.0 0.0
C -1.429 2.042 5.479 0.0 0.0 0.0
O -1.165 3.216 5.593 0.0 0.0 0.0
C -1.050 1.336 4.190 0.0 0.0 0.0
C -0.015 1.899 3.452 0.0 0.0 0.0
C 0.316 1.343 2.237 0.0 0.0 0.0
N -0.324 0.276 1.730 0.0 -0.1 -0.1
C -1.315 -0.269 2.446 0.0 0.0 0.0
C -1.708 0.229 3.674 0.0 0.0 0.0
H -2.294 1.753 7.285 0.0 0.0 0.0
H -2.112 0.301 6.373 0.0 0.0 0.0
H 0.495 2.775 3.828 0.0 0.0 0.0
H 1.110 1.763 1.630 0.0 0.0 0.0
H -1.812 -1.129 2.013 0.0 0.0 0.0
H -2.540 -0.232 4.189 0.0 0.0 0.0
C 4.149 0.043 -1.877 0.0 0.0 0.0
C 4.408 -1.146 -0.953 0.0 0.0 0.0
C 3.013 -1.678 -0.700 0.0 0.0 0.0
O 2.135 -0.493 -0.769 0.0 -0.1 0.0
C 2.905 0.655 -1.271 0.0 0.0 0.0
H 3.950 -0.290 -2.896 0.0 0.0 0.0
H 4.974 0.752 -1.900 0.0 0.0 0.0
H 4.870 -0.818 -0.022 0.0 0.0 0.0
H 5.045 -1.903 -1.404 0.0 0.0 0.0
H 2.881 -2.134 0.278 0.0 0.0 0.0
H 2.680 -2.365 -1.478 0.0 0.0 0.0
H 3.135 1.295 -0.417 0.0 0.0 0.0
H 2.276 1.182 -1.985 0.0 0.0 0.0
```
Positions in Å, forces in eV/Å.

## Properties
molecular weight = 580.59 g/mol
charge = +2
Kohn-Sham gap (spin up / spin down) = 0.3182 / 0.3120 hartree
<S²> = 3.76
DFT total energy = -85995.1299 eV
spin multiplicity = 4

Which formula does entry 3 have?
C30H32N3O2PSV

Number 3 is which compound?
C30H32N3O2PSV

What is the formula in the third record?
C30H32N3O2PSV